Entry 1:
Computed, not measured: a 6-piece molecular cluster, C24H38Br10F3N2O6 overall at a distorted geometry, with ωB97M-V/def2-TZVPD.

Structure (XYZ):
```
83
Properties=species:S:1:pos:R:3:forces:R:3
Br -4.743714 -3.919272 -7.321535 0.0 0.1 0.0
Br 9.130029 2.147927 -0.566482 -0.1 0.0 0.0
Br 5.833467 3.324889 4.129044 -0.1 0.0 0.1
Br -3.859342 -0.647865 -5.864241 -0.2 -0.2 -0.9
Br 6.474573 0.051497 1.906675 0.0 -0.2 0.1
Br 2.932582 0.952177 2.381312 0.0 0.0 -0.3
Br -0.698395 1.022448 -11.779697 -0.1 -0.1 0.0
Br 5.817335 3.323141 0.552759 0.0 0.1 0.0
Br 3.694452 0.855233 5.829713 0.1 0.0 0.2
Br 0.137113 -2.113053 -10.009623 0.0 0.0 0.0
F 1.015289 -3.455584 0.527776 -0.6 -0.1 0.1
F -0.811367 -4.275050 1.344670 -0.3 0.2 -0.4
F -0.773888 -3.389462 -0.677362 -0.1 -0.2 0.5
O -3.281540 -1.984404 5.377655 -0.1 0.2 0.4
O -1.512255 -0.026229 3.584236 0.1 -0.4 -0.4
O -2.449139 3.556036 4.253424 0.0 0.2 -0.3
O -1.026829 1.171847 1.747531 -0.2 0.0 0.2
O 0.432596 -1.040709 0.877566 0.2 -0.2 0.3
O -3.823142 1.880553 3.655457 0.0 -0.4 -0.2
N -1.273820 -2.847939 4.724121 -0.2 -0.3 0.1
N -3.602048 0.466645 0.716397 -0.4 -0.3 0.4
C -3.842594 -0.198494 -1.623754 -0.1 -0.4 1.1
C -3.385484 -0.176879 -2.720807 -0.1 0.0 -1.5
C -2.869638 2.442727 4.399871 0.3 0.4 0.4
C -3.698867 -1.198990 2.577474 0.0 0.1 -0.1
C 7.425357 4.336123 0.154766 -0.3 0.0 0.0
C 3.716310 -0.484278 1.332772 -0.2 0.0 0.2
C -0.656280 -1.859147 1.217701 0.2 -0.8 -1.1
C 4.903800 -1.094808 2.026768 0.1 0.0 -0.1
C -0.333279 -3.248665 0.593178 1.1 0.3 -0.1
C -4.370488 -0.307644 -0.268414 -0.1 0.4 -0.1
C 0.379404 -0.262371 -9.454583 -0.1 -0.2 0.1
C -3.228864 -2.554248 3.097796 0.1 -0.5 0.4
C 5.406741 1.597373 6.372570 -0.3 -0.1 0.1
C 8.161655 3.771156 -1.029783 0.2 0.0 0.1
C -3.578500 -2.523168 -8.010560 0.1 -0.3 0.0
C -1.685523 0.334591 2.385361 0.1 0.8 0.2
C -2.796631 -0.424549 1.586048 0.5 -0.2 0.1
C -2.610205 -2.421464 4.485350 -0.1 0.2 -0.1
C -1.967163 -1.338028 0.624052 -0.5 -0.2 1.1
C -3.943959 2.390251 2.327393 0.3 0.3 -0.6
C -0.773664 0.605676 -9.881515 0.1 0.2 -0.1
C 5.510624 3.059272 6.027801 0.3 0.1 -0.1
C -4.540858 1.361060 1.392451 -0.1 0.4 0.2
C -2.776215 -1.881583 -6.909637 -0.1 0.3 0.0
H -3.250650 -0.212257 -3.783556 0.5 0.2 0.9
H 7.087271 5.348005 -0.058206 0.0 0.0 0.0
H -3.815442 -0.579536 3.457765 -0.1 0.2 0.1
H 5.185619 -2.027871 1.543631 0.0 0.0 0.0
H -2.920558 -3.019500 -8.720552 0.1 0.0 0.0
H 8.919530 4.469658 -1.377810 0.0 0.0 0.0
H -0.733990 1.565531 -9.372227 0.0 0.0 0.0
H 4.609617 3.611088 6.274076 0.0 0.0 0.0
H -1.737081 0.139997 -9.701539 0.0 0.0 0.0
H -0.652973 -2.073077 4.514002 0.1 0.1 0.1
H -4.211255 -1.817132 -8.537807 0.0 0.1 0.0
H -0.717647 -2.052210 2.281432 0.0 0.2 0.3
H 0.645229 -0.513052 1.655716 -0.2 0.6 -0.1
H 6.361981 3.509014 6.534747 0.0 0.0 0.0
H 2.925229 -1.223545 1.213908 0.0 0.0 0.0
H -2.503302 1.785786 5.184531 -0.3 -0.4 0.1
H -5.391536 0.066769 -0.333162 -0.2 0.1 0.2
H -1.060424 -3.653998 4.151159 0.3 0.2 -0.3
H -4.100294 -3.186650 3.263080 -0.2 -0.1 0.0
H -4.546435 3.295735 2.298541 -0.3 0.0 0.3
H 5.457196 1.458430 7.450551 0.0 0.0 0.0
H 1.327585 0.065204 -9.866137 0.0 0.0 0.0
H -2.358086 -2.601107 -6.213847 0.0 -0.1 0.0
H -2.589015 -3.116148 2.428337 0.1 0.1 -0.2
H 4.727920 -1.271578 3.082889 -0.1 0.0 0.0
H 0.448449 -0.293624 -8.369341 0.0 0.0 0.0
H -1.974254 -1.276539 -7.327603 0.0 0.0 -0.1
H -2.598531 -2.195404 0.396534 0.0 -0.1 -0.4
H -4.707763 -1.311130 2.182214 0.0 -0.1 -0.4
H -5.380950 0.859057 1.893432 0.1 -0.3 0.2
H -2.966540 2.675216 1.948139 0.2 -0.1 0.1
H 6.175594 0.999766 5.893533 0.0 0.1 0.0
H -5.013432 1.956836 0.612696 0.0 0.0 -0.3
H 3.962849 -0.065229 0.362832 0.1 0.0 0.0
H -1.702153 -0.795161 -0.272269 -0.1 0.1 -0.2
H 7.497968 3.517073 -1.849097 0.0 0.0 0.0
H -4.483381 -1.354654 0.009093 0.1 -0.2 0.0
H 8.026023 4.339502 1.058618 0.1 0.0 0.0
```
Positions in Å, forces in eV/Å.

Computed properties:
- HOMO-LUMO gap: 6.96 eV
- Highest occupied orbital energy: -0.19798 Eh
- Max |F|: 1.47 eV Å⁻¹
- Charge: -1

***

Entry 2:
Computed, not measured: C23H26AgI2N2O as an isolated structure at a distorted geometry, with ωB97M-V/def2-TZVPD.

Structure (XYZ):
```
55
Properties=species:S:1:pos:R:3:forces:R:3
I 2.104893 -6.426727 2.370669 -0.6 0.9 -0.4
I -3.347603 -4.061411 1.466034 -0.1 0.4 0.0
Ag -0.806505 0.554189 0.583613 -0.2 -0.6 -1.0
O -1.603496 -1.306504 2.187019 0.3 0.0 -0.2
N 0.753555 0.251041 2.294664 -1.1 2.5 0.1
N -0.573311 2.779003 1.936076 -0.1 -0.9 0.6
C -0.517119 -4.796398 1.877209 -0.1 -0.7 -1.0
C -2.170654 1.813498 -1.793558 -0.3 0.9 1.6
C 0.627479 -2.243854 2.001464 0.4 -0.3 0.9
C 1.443538 4.007374 1.908420 -0.3 0.7 -0.6
C 1.420454 -3.398932 2.016644 0.3 -0.5 -0.6
C -2.867195 -1.170839 -1.844032 0.9 -0.5 1.9
C -1.157488 0.789263 -2.134478 1.6 -2.2 0.3
C 0.763149 5.150059 1.461451 -0.4 -1.0 0.3
C 2.129561 -0.930199 -2.632783 0.1 1.4 0.4
C -0.407579 -1.363098 -2.489278 1.8 0.5 0.2
C 0.690772 -0.512345 -2.702024 -0.2 2.0 0.0
C 0.985253 2.140728 -2.672687 -1.6 1.3 0.1
C -0.299830 -2.800294 -2.638456 0.4 -2.1 0.3
C 1.485351 -0.962383 2.170651 -0.3 -0.8 -0.4
C 0.228803 0.834524 -2.581443 -0.2 -0.3 1.0
C -0.834774 -2.309221 2.026339 0.5 -0.5 -0.5
C 0.749010 2.789259 2.101465 -0.5 1.4 -1.0
C -1.318842 -3.659701 1.766205 0.8 0.0 0.8
C -1.489473 -0.630097 -2.105546 -1.0 1.2 0.2
C 0.873952 -4.690219 1.992553 -0.3 0.4 0.3
C -1.282353 3.901374 1.717826 1.5 -0.3 0.5
C -0.647837 5.091746 1.465949 0.1 1.2 -0.5
C 1.533930 1.521853 2.355471 0.0 -0.7 1.0
H 2.195946 -1.035584 2.983945 0.2 -0.5 0.6
H 2.697886 -0.653964 -3.535810 0.1 -0.4 0.2
H 0.738140 -3.217274 -2.495998 -1.0 0.5 0.4
H -3.539797 -0.339403 -1.970478 -0.9 -0.2 -0.5
H -2.433390 1.837504 -0.631480 0.6 0.6 -2.0
H 1.316996 6.022753 1.074140 -0.4 -0.4 0.6
H -0.998312 -3.340654 -1.964432 0.4 0.0 -0.5
H -0.470757 -3.089520 -3.668129 -0.6 -0.3 -0.4
H -2.944030 -1.430020 -0.728518 -0.2 0.0 -1.4
H -1.267679 5.979493 1.250484 0.5 -0.5 0.0
H -3.128880 1.516004 -2.180968 -0.6 0.1 -0.6
H -2.348722 3.834376 1.822653 -0.3 -0.2 -0.3
H 2.089593 -0.889149 1.287066 0.5 0.1 -0.7
H -0.990846 -5.781418 1.656292 0.5 0.8 0.6
H -1.908420 2.813185 -2.207424 -0.3 -0.4 0.7
H -0.025792 0.167035 2.972223 0.8 0.3 -0.4
H 2.058494 1.707176 3.328143 -0.4 -0.4 -0.2
H 2.525290 -3.324747 1.898543 -0.8 0.2 0.5
H 2.517614 4.105382 1.995518 0.1 -0.4 0.0
H 1.777293 2.315247 -3.392844 -0.1 -0.6 -0.7
H 2.657630 -0.441276 -1.755589 -0.5 -0.3 -0.8
H 1.430106 2.572054 -1.772159 0.0 -0.4 0.7
H 2.128557 -1.976621 -2.409890 0.6 -0.7 -0.3
H -3.070442 -2.089174 -2.430862 -0.3 0.7 0.2
H 2.380440 1.501704 1.657976 -0.4 -0.3 -0.3
H 0.147432 2.875176 -2.887823 1.1 -0.3 -0.1
```
Positions in Å, forces in eV/Å.

Computed properties:
- HOMO-LUMO gap: 5.31 eV
- Highest occupied orbital energy: -0.10954 Eh
- Energy relative to the best compared isomer or geometry (same formula, charge and spin): 22.52 kcal per mole
- Max |F|: 2.73 eV Å⁻¹
- Charge: -1

***

Entry 3:
Computed, not measured: C48H55Br2GeIN6OPSn as an isolated structure at a distorted geometry, with ωB97M-V/def2-TZVPD.

Structure (XYZ):
```
116
Properties=species:S:1:pos:R:3:forces:R:3
I 0.944443 6.597152 2.337270 0.1 0.0 -0.3
Sn 2.048682 1.029945 0.603202 0.2 -0.2 0.5
Br 5.875244 0.582332 -2.687418 0.0 0.0 0.0
Br 5.235570 -4.971018 -2.007298 0.0 0.0 0.0
Ge 1.465932 4.314408 1.427944 -0.4 -0.4 1.2
P -1.888880 -2.083952 0.073984 0.1 0.1 0.0
O 3.502078 0.686740 -0.752612 -0.1 0.1 -0.2
N -3.326884 -1.382269 0.361968 0.0 -0.1 0.1
N -1.804257 -3.655156 0.514324 -0.2 0.0 0.0
N -0.790185 -1.288151 1.018390 0.1 -0.1 -0.2
N 0.641247 2.526431 -0.679967 -0.2 0.1 0.0
N -1.528677 -1.951492 -1.510252 0.0 0.0 -0.1
N 2.187838 -1.359201 0.376982 -0.2 0.0 -0.3
C 1.683844 6.658738 -1.287021 0.0 0.1 0.1
C -1.705136 -0.882697 -3.713999 0.0 0.0 0.0
C -0.807934 1.526579 3.785836 0.0 0.0 0.0
C 3.774758 2.705734 2.264806 0.1 0.2 0.0
C -3.086172 -6.257426 1.184802 0.0 0.0 0.0
C 2.894630 6.374209 -3.360243 0.0 0.0 0.0
C 5.703222 4.285155 1.071687 0.1 0.0 0.0
C 5.331594 -2.158374 -2.165784 0.1 0.1 -0.1
C 3.222357 -1.659460 -0.451536 0.0 -0.2 0.0
C 4.685000 -3.216867 -1.603550 -0.1 0.0 0.1
C -4.946062 -0.256495 1.823888 0.0 0.0 0.0
C 1.482288 -2.316134 0.947697 0.1 -0.1 0.0
C 2.116627 7.155371 -2.520360 0.0 0.0 0.0
C -0.325448 1.742173 5.067504 0.0 0.0 0.0
C 0.677301 3.233551 2.905771 0.0 -0.1 0.1
C -2.190079 -4.006651 1.904381 0.0 0.0 0.0
C -2.474168 -1.486088 -2.549999 0.0 0.0 0.0
C 3.367761 3.845378 1.546758 0.3 0.0 -0.2
C -1.913000 -6.089613 0.217827 0.0 0.0 0.0
C -0.356003 -2.997600 -3.397621 0.0 0.0 0.0
C 4.366939 4.642005 0.983010 -0.1 0.0 0.0
C -4.554824 -2.008763 -0.181489 0.0 0.0 0.0
C 2.097646 5.396128 -0.959239 0.0 0.2 -0.7
C -0.802714 -1.922850 -4.397240 0.0 0.0 0.0
C 5.111387 2.321668 2.307872 0.0 0.1 0.1
C 6.078325 3.108985 1.704371 0.0 0.0 0.0
C -3.385091 -4.946867 1.934931 0.0 0.0 0.0
C 1.129795 3.451307 4.209075 0.1 0.0 -0.1
C -0.159165 2.047543 -1.641037 0.0 0.0 -0.1
C -0.307042 2.262092 2.717263 -0.1 0.1 0.1
C 3.896404 -0.555455 -1.038379 0.1 0.1 0.0
C 1.810099 -3.666093 0.755336 0.0 0.0 0.1
C -0.879511 4.334079 -0.354969 -0.1 -0.1 -0.1
C 2.858221 -3.998976 -0.064962 0.0 -0.1 0.0
C -0.207619 -2.399399 -2.007490 0.0 0.0 0.0
C 2.833480 4.563289 -1.767474 0.0 0.0 0.1
C 0.645297 2.713109 5.277686 0.0 0.0 0.0
C -5.997107 -0.150914 0.714137 0.0 0.0 0.0
C 0.291821 -1.909483 1.787035 0.0 0.0 0.0
C 3.597537 -2.996254 -0.716312 0.0 0.1 -0.1
C 3.254008 5.083890 -2.988663 0.0 0.0 0.0
C 0.292544 3.658555 -0.040062 0.3 0.1 -0.1
C 4.942181 -0.829355 -1.886182 0.0 -0.1 0.0
C -3.536239 -0.221200 1.258989 0.0 0.1 -0.1
C -1.334877 2.664990 -2.011725 0.0 0.1 0.0
C -1.961819 -4.744320 -0.486177 0.0 0.0 0.0
C -5.569420 -0.935283 -0.539934 0.0 0.0 0.0
C -1.704138 3.830203 -1.348667 0.0 0.1 0.0
H -1.919208 -6.879042 -0.533461 0.0 0.0 0.0
H -4.981128 -2.688692 0.560056 0.0 0.0 0.0
H -0.091958 -2.784824 2.298498 0.0 0.0 0.0
H -4.244470 -4.440803 1.492063 0.0 0.0 0.0
H 7.120674 2.822888 1.747612 0.0 0.0 0.0
H -4.295576 -2.610769 -1.053240 0.0 0.0 0.0
H -3.145174 -0.753725 -2.106632 0.0 0.0 0.0
H -2.909452 -4.642150 -1.026069 0.0 0.0 0.0
H 1.834243 8.159135 -2.810811 0.0 0.0 0.0
H -6.151030 0.896736 0.452321 0.0 0.0 0.0
H 0.586764 -3.450504 -3.705441 0.0 0.0 0.0
H -1.322175 -2.390154 -5.233650 0.0 0.0 0.0
H -3.080620 -2.322667 -2.912654 0.0 0.0 0.0
H 6.161181 -2.323130 -2.839428 0.0 0.0 0.0
H -0.719768 1.178521 5.902773 0.0 0.0 0.0
H -1.091405 -3.804778 -3.351357 0.0 0.0 0.0
H 1.078875 7.268666 -0.630171 0.0 0.0 0.0
H -1.600424 0.805832 3.623865 0.0 0.0 0.0
H -5.059070 0.559526 2.537988 0.0 0.0 0.0
H -1.101743 -0.052482 -3.341006 0.0 0.0 0.0
H -1.134668 5.243319 0.174332 0.0 0.0 0.0
H 0.480556 -1.545272 -2.039983 0.0 0.0 0.0
H -1.340715 -4.478234 2.407698 0.0 0.0 0.0
H -6.427789 -1.401858 -1.022585 0.0 0.0 0.0
H -1.156998 -4.678864 -1.215100 0.0 0.0 0.0
H 5.394486 1.423224 2.841130 0.0 0.0 0.1
H -3.646390 -5.142257 2.975160 0.0 0.0 0.0
H 0.597845 -1.203845 2.563342 0.0 0.0 -0.1
H -1.934712 2.256452 -2.813560 0.0 0.0 0.0
H 0.173487 1.139565 -2.135561 0.0 0.0 0.0
H 1.226761 -4.432505 1.248866 0.0 0.0 0.0
H -2.799236 -0.259569 2.057350 0.0 0.0 0.0
H -3.380169 0.712642 0.703650 0.0 0.0 0.0
H -5.124647 -0.262422 -1.277400 0.0 0.0 0.0
H -2.868091 -7.061472 1.887105 0.0 0.0 0.0
H 0.069803 -1.420211 -4.816910 0.0 0.0 0.0
H -0.957990 -6.175691 0.743936 0.0 0.0 0.0
H -2.617061 4.346877 -1.615182 0.0 0.0 0.0
H 3.219780 6.769035 -4.313177 0.0 0.0 0.0
H 0.216441 -3.120791 -1.309354 0.0 0.0 0.0
H 1.013106 2.904152 6.277207 0.0 0.0 0.0
H 3.861288 4.472915 -3.644463 0.0 0.0 0.0
H 3.072373 2.146966 2.873020 -0.1 0.0 0.0
H -5.073532 -1.181227 2.392909 0.0 0.0 0.0
H -0.730928 2.092250 1.730557 0.0 0.0 0.0
H 1.875102 4.216896 4.399441 0.0 0.0 0.0
H -2.412224 -3.084463 2.446420 0.0 0.0 0.0
H 6.454692 4.926986 0.631127 0.0 0.0 0.0
H 3.121724 -5.036314 -0.226036 0.0 0.0 0.0
H -2.414762 -0.454807 -4.422271 0.0 0.0 0.0
H -6.953519 -0.518631 1.085102 0.0 0.0 0.0
H 3.115657 3.558131 -1.477695 0.0 0.0 0.0
H -3.972202 -6.567245 0.629254 0.0 0.0 0.0
H 4.108455 5.554510 0.465761 0.0 0.0 0.0
H -0.628062 -0.323709 0.757630 -0.1 0.1 0.2
```
Positions in Å, forces in eV/Å.

Computed properties:
- HOMO-LUMO gap (alpha / beta): 7.17 / 6.84 eV
- Highest occupied orbital energy (alpha / beta): -0.46604 / -0.46625 Eh
- Spin multiplicity: 2
- Energy relative to the best compared isomer or geometry (same formula, charge and spin): 19.83 kcal per mole
- Max |F|: 1.34 eV Å⁻¹
- Expectation value of S²: 0.759
- Charge: +2